Entry 1:
C33H39BrClGe2MoN3O2P | ωB97M-V/def2-TZVPD

Summary:
HOMO (alpha / beta) = -13.28 / -13.53 eV
E_LUMO (alpha / beta) = -7.96 / -8.30 eV
Charge = +2
Multiplicity = 4

Cartesian coordinates (Å):
Br: 1.2293 -1.4765 -2.3380
Ge: 0.9367 3.0101 -2.5930
H: 2.1077 4.0268 1.0059
C: -2.9994 2.6734 -1.0637
C: 4.4903 0.3337 1.7382
P: -2.5075 -1.6942 -0.3094
C: 2.8654 1.1858 0.1708
C: -3.4036 -1.6606 1.3316
C: -4.3221 -3.8716 0.9586
H: 5.1179 -4.3069 -0.9163
H: -3.6389 -1.3836 -2.4624
C: -4.7923 -3.5407 -1.3579
N: -3.8237 -4.0831 -0.4023
H: 2.4457 4.9691 -2.6825
C: 3.8501 2.0074 -0.3814
H: -1.7773 -3.9996 0.0796
H: 2.1580 4.5986 -0.9702
C: 1.2504 4.3473 2.9357
H: -0.0583 3.3723 -4.8066
H: 0.5947 -2.8296 3.8470
C: 2.3258 -2.4870 -1.1146
H: -4.2295 -0.2204 -1.2735
H: -0.9706 1.2740 2.2064
C: 1.3780 3.6789 1.7290
C: -0.3342 2.1233 2.4062
N: -5.0747 -2.1205 -1.1250
H: 0.2554 4.4061 4.8377
C: -2.4937 -3.5418 -0.6024
H: -4.4245 -3.6795 -2.3749
C: 0.5850 2.5619 1.4494
C: 5.4592 1.1731 1.1992
C: -5.5566 -1.9465 0.2471
O: -1.9470 0.8647 0.1397
H: 3.6213 2.6634 -1.2144
H: -2.7484 -2.0711 2.0999
H: -3.6381 -0.6282 1.5860
C: 0.2414 -1.9537 1.9034
C: -0.5315 3.2514 -3.8271
C: 2.5779 -3.2765 1.1154
H: -3.7369 2.6970 -0.2705
Cl: -1.9160 4.0747 -0.8146
H: 1.7423 1.0620 -4.0161
H: 4.7352 -0.3094 2.5758
C: -0.4379 2.7774 3.6275
H: -0.6269 -1.4074 2.2589
H: 0.9049 5.4365 -1.9101
C: 0.6372 -1.8206 0.5764
C: 5.1425 2.0029 0.1348
H: -3.5897 -4.2394 1.6773
H: 2.4518 -0.3060 1.6779
H: -5.7401 -0.8901 0.4396
C: -3.9490 -1.2614 -1.4254
H: 6.4601 1.1800 1.6114
H: 2.9065 1.3139 -2.6871
N: -4.6081 -2.4600 1.2389
O: -1.6106 0.9323 -2.0149
C: 3.4574 -3.0917 -1.5537
C: 0.9523 -2.7379 2.8295
C: 1.8235 -2.5195 0.1913
C: 2.1014 -3.3768 2.4468
C: -2.1634 1.4211 -0.9922
C: 0.3469 3.8906 3.8901
H: -2.1636 -3.7373 -1.6231
Mo: -0.4387 -0.5552 -0.7117
H: -1.1878 2.3867 -3.8541
H: 1.8585 5.2215 3.1356
H: -5.7254 -4.0891 -1.2477
H: 2.6653 -3.9664 3.1606
C: 3.1983 0.3393 1.2308
H: -1.1440 2.4258 4.3706
H: -3.4565 2.7738 -2.0409
H: -1.0918 4.1514 -3.5827
H: 4.3337 -4.4963 1.4099
H: 2.8481 2.4497 -4.0501
C: 3.7696 -3.9160 0.6893
H: -5.2422 -4.4404 1.0796
C: 1.6884 4.6814 -1.9470
H: 3.7824 -3.0318 -2.5849
H: 5.8920 2.6595 -0.2895
C: 2.2458 1.8051 -3.3994
H: -6.4936 -2.4883 0.3531
C: 4.2030 -3.8227 -0.6037
Ge: 0.9566 1.5316 -0.1574

Atom charges from the Löwdin analysis, given in e for atoms 1 to 2: 0.951, 0.852



Entry 2:
C33H39ClFeN2O6Sb | ωB97M-V/def2-TZVPD

Summary:
HOMO (alpha / beta) = -8.01 / -8.07 eV
E_LUMO (alpha / beta) = -0.86 / -1.09 eV
Multiplicity = 6

Cartesian coordinates (Å):
C: -1.3550 -1.1922 3.4401
H: -4.8454 -4.1059 -0.3663
C: 2.4713 -2.4795 0.0846
H: 1.5158 3.2646 2.0711
H: -4.6678 1.0852 0.0097
H: -3.2107 1.5791 3.4683
H: 5.9861 0.4405 0.6368
H: 0.9570 4.0057 -2.5128
C: -1.5863 -4.9124 -0.6446
O: -0.8111 -1.1741 -2.2962
C: -0.4891 0.0527 3.2697
H: 4.4002 2.3603 0.6554
H: 1.1606 -0.7265 4.4331
H: -1.9715 3.9365 0.6019
H: 2.0880 1.8377 -2.1151
C: 1.0796 0.7817 -3.7783
H: 2.9023 -4.5663 -0.0013
Fe: 0.2647 -0.6227 -0.7628
H: 1.9571 1.8936 0.4391
H: 0.8839 2.7622 3.6430
C: 3.0321 -1.1874 0.2772
C: -0.4689 0.5714 -3.8851
H: 1.6625 0.5222 3.2913
H: -3.1556 0.5751 -0.7435
H: -4.7207 1.5195 2.5586
H: -3.5851 2.8337 2.2793
C: -3.0044 0.9358 1.3895
H: -1.2403 3.1418 -4.2844
H: -2.4222 -0.9783 3.3756
H: -1.9368 1.2893 -2.3856
O: 2.4745 -1.1126 -4.1855
H: 6.3234 -2.0509 0.5012
H: 0.7263 4.4351 3.1171
C: 4.9175 0.2858 0.5484
C: 0.4150 -3.5637 -0.3531
C: -3.2289 -2.7371 -0.1091
H: -1.4302 3.1700 2.9113
C: -3.7718 -3.9710 -0.3603
H: 1.2608 -1.0924 2.7110
C: 1.8396 -0.4793 -3.3672
C: -0.9020 -0.8554 -3.5597
C: -1.8334 -2.5359 -0.1136
C: -1.0102 -3.6539 -0.3839
C: 1.1590 1.8433 -2.6770
C: -0.9765 1.5485 -2.8206
C: -0.8371 2.9972 -3.2833
C: 4.4209 -1.0294 0.4150
C: 4.0525 1.3416 0.5567
C: 5.2528 -2.1743 0.3998
N: 1.0672 -2.4888 -0.0618
H: -3.8623 -1.8788 0.0754
H: -0.8489 0.8025 -4.8775
H: -3.4016 2.2718 -0.2914
C: -0.6611 3.1015 2.1389
Sb: -0.8482 1.0746 1.3810
C: 0.6970 3.2032 -3.2025
H: -1.1174 -1.9375 2.6793
H: 1.1487 3.4214 -4.1691
O: 1.7838 -0.7497 -2.0942
O: -1.3497 -1.3508 0.1408
C: 0.6921 3.3952 2.7768
C: -3.5837 1.2373 0.0112
C: 3.3006 -3.5666 0.1062
O: 0.0597 1.4607 -1.8044
C: -3.6564 1.7637 2.4885
C: 0.9843 -0.3206 3.4322
C: -0.9737 4.0906 1.0179
H: -0.2558 3.9950 0.1974
Cl: -3.6556 -6.6263 -0.9295
C: -2.9427 -5.0690 -0.6262
O: -1.3407 -1.5861 -4.4213
C: 2.6765 1.0811 0.4347
H: -3.1537 -0.1250 1.5903
H: 1.5056 1.1277 -4.7175
H: -1.3601 3.6637 -2.5980
H: -0.9447 -5.7590 -0.8563
C: 4.6954 -3.4108 0.2580
H: 0.9527 -4.4890 -0.5641
H: -1.1660 -1.6410 4.4204
H: -0.9230 5.1211 1.3833
N: 2.1829 -0.1229 0.3044
H: -0.7672 0.7934 4.0267
H: 5.3231 -4.2917 0.2546

Atom charges from the Löwdin analysis, given in e for atoms 1 to 2: -0.137, 0.109



Entry 3:
C33H39MgN3OS3Si | ωB97M-V/def2-TZVPD

Summary:
HOMO = -6.32 eV
E_LUMO = -0.61 eV
Multiplicity = 1

Cartesian coordinates (Å):
O: -0.0284 1.4456 -0.6725
C: 1.2774 1.8466 -1.0525
H: -2.1743 -2.6446 0.5019
H: -1.7541 -3.8052 2.4759
C: -1.0209 2.3416 3.0441
C: 1.4874 -2.4994 3.2364
C: 0.4246 -2.4538 -3.8295
H: -3.6872 0.5104 -3.1226
C: -2.4285 3.5711 -2.4324
C: 1.9546 0.9246 -1.8827
H: 2.4482 -0.9101 -5.9207
S: 2.3321 -0.4337 1.4955
C: 1.4922 -2.5741 -0.2370
H: -5.2297 -2.0513 0.0643
H: -2.6174 4.6194 -2.6189
C: -4.6697 -1.7461 3.3920
N: -2.1501 1.4733 2.9518
C: -1.1667 -3.0603 0.5592
C: -1.3132 3.2066 -1.6919
C: -4.7829 -1.7117 0.9884
H: 3.9258 -1.8741 -2.3215
H: -1.1710 -3.9790 -0.0324
H: -5.0211 -2.1271 4.3406
N: -2.1145 0.5888 2.0709
H: 1.6397 -2.9207 4.2324
C: 1.7923 3.0268 -0.5710
H: 1.8943 4.6811 3.7245
C: 3.2765 1.3508 -2.2060
H: 1.7249 -2.9256 -1.2438
H: -0.6301 3.9501 -1.3083
H: -0.3133 5.1896 4.7080
C: -3.6485 -0.8109 3.3682
H: 0.4872 -3.3348 -3.1921
C: 2.4431 -1.3372 3.0486
H: 3.5129 4.3163 -0.5555
C: -3.0371 1.2664 -2.7044
H: 3.1847 -3.2830 -3.0677
S: -0.2679 -2.0420 3.0643
H: 3.8768 0.7114 -2.8406
H: 4.0991 -2.1506 -4.0424
H: -3.3933 -0.3857 0.0157
H: 1.7069 -3.2836 2.5155
H: 2.2160 2.7305 2.2946
C: -1.9216 0.8845 -1.9748
Si: 1.8095 -1.2112 -3.5251
H: -2.2120 3.6185 4.2956
C: 1.0567 4.0249 3.5244
C: -3.2966 2.6112 -2.9274
H: 2.7251 0.5808 -5.0209
H: 0.4506 -2.8005 -4.8596
C: 2.0486 -0.2646 -5.1384
H: 1.4208 -3.4458 0.4133
C: -1.2367 3.4496 3.8617
C: 3.0856 3.3951 -0.9206
H: 4.8199 2.8004 -2.0323
H: -0.1002 -4.1919 2.0758
C: 1.2311 2.9067 2.7181
H: -4.1620 2.9091 -3.5003
H: 2.8697 -1.0063 -0.6722
H: -3.1873 -0.4551 4.2805
C: 3.4007 -2.2240 -3.2096
C: -0.1825 4.3130 4.0884
C: -1.0916 1.8628 -1.4549
H: -1.6378 -0.1515 -1.8619
H: 1.0921 0.1284 -5.4817
C: -0.8502 -3.4039 2.0154
H: 3.5168 -2.2242 0.4255
H: -6.0375 -2.9243 2.2339
H: 3.4724 -1.6783 3.1842
N: 1.3523 -0.2099 -2.2353
S: -0.1660 -1.8339 -0.3281
C: -3.7509 -0.7871 0.9543
H: 2.2583 -0.5666 3.8014
C: 0.1946 2.0170 2.4327
C: -3.1964 -0.3387 2.1445
C: -5.2387 -2.1969 2.2066
C: 2.6280 -1.6369 0.1828
H: 1.1905 3.6417 0.0870
C: 3.8090 2.5369 -1.7462
H: -0.5419 -1.9822 -3.6552
Mg: -0.1994 0.4467 1.0720

Atom charges from the Löwdin analysis, given in e for atoms 1 to 2: -0.150, -0.217



Entry 4:
C33H40AsBrGaN3O | ωB97M-V/def2-TZVPD

Summary:
HOMO = -6.45 eV
E_LUMO = -0.15 eV
Multiplicity = 1

Cartesian coordinates (Å):
H: -0.2348 2.1757 5.9464
H: 3.0469 -1.0227 -2.8684
C: -1.1306 -5.2797 -3.4565
H: -1.4150 -1.8661 3.3098
C: -0.5546 -3.3404 -2.1032
H: -2.0715 3.2505 -2.7438
H: -0.8602 0.4167 1.5652
C: -1.5828 2.3343 -2.4629
N: -4.4691 3.2857 -1.9053
H: -3.4407 5.6573 -1.5076
H: 2.7756 -2.4157 3.0282
H: -3.4468 -4.7977 -1.0230
C: 0.6735 1.2022 2.8292
C: -0.3457 -1.9412 3.4976
C: -4.6767 2.0666 -2.4797
H: -0.6957 3.9355 2.9456
H: -2.1077 -0.9420 -1.8062
O: -5.6769 1.8182 -3.1147
H: 1.9909 3.2448 5.8466
H: 2.5104 1.7415 1.8812
C: -2.5518 -4.6394 -1.6121
C: 3.8269 -2.5813 -1.5963
C: -3.1459 4.9382 -0.7556
C: 2.9124 -1.3593 -1.8097
H: 4.3906 -1.9270 0.3740
H: -2.1826 2.3989 1.9557
C: -2.3217 1.1703 -2.2408
C: 0.3748 2.0794 5.0583
H: 4.6109 -3.6634 0.1335
C: -1.9083 4.3901 1.2400
C: 2.4135 -1.4209 2.7663
C: 3.9660 -2.8135 -0.0895
N: -0.2822 -0.0247 -1.8734
C: -3.6313 3.6359 -0.8304
H: -0.1253 -2.9485 3.8478
N: -3.6998 1.0858 -2.3135
C: 0.4158 1.0916 -2.0589
C: 1.6152 2.6889 5.0000
H: 2.4431 -4.2495 -1.7408
H: 0.6811 0.7434 0.7628
C: -1.6020 0.0040 -1.9562
C: 5.1897 -2.2247 -2.2037
H: -0.0560 5.2170 1.9106
Br: -3.4908 -6.8653 -3.1523
H: -0.0697 -1.2450 4.2868
H: -3.6951 1.7278 0.1432
C: -2.2646 -5.4649 -2.6860
H: -4.0582 0.1614 -2.5281
H: -1.9135 6.3148 0.3045
H: 2.9710 -2.9945 0.3342
H: 5.0961 -2.1544 -3.2870
H: -5.1463 3.9809 -2.1964
As: 0.6805 -1.5674 1.8454
C: 0.2242 0.3795 1.6852
H: -0.9125 -5.9448 -4.2796
H: 5.5299 -1.2650 -1.8215
C: -0.2032 2.2920 -2.3518
C: -0.2980 -4.2154 -3.1612
H: 3.3349 3.0733 3.7772
H: 2.3083 -0.8302 3.6759
H: -1.8983 -2.9586 -0.4729
H: 3.1426 -0.9566 2.1081
C: 3.3550 -3.8972 -2.2345
C: -0.0949 1.3464 3.9814
H: 3.1383 -3.7576 -3.2940
C: -0.9646 4.7891 2.3299
H: 0.3820 3.1833 -2.5098
C: -2.4355 3.1081 1.1827
H: 5.9392 -2.9792 -1.9649
H: -1.0749 0.8917 4.0286
H: -1.4191 5.5449 2.9679
C: 2.3775 2.5768 3.8480
H: 4.1162 -4.6752 -2.1448
H: 1.4901 0.9766 -1.9842
C: -3.2866 2.7269 0.1626
C: -1.6824 -3.5987 -1.3242
Ga: 1.0009 -1.9065 -1.8746
H: 0.5796 -4.0489 -3.7873
C: 1.9141 1.8317 2.7804
C: -2.2918 5.3037 0.2641

Atom charges from the Löwdin analysis, given in e for atoms 1 to 2: 0.104, -0.014



Entry 5:
C33H40BrCoN4O4P2S3Te | ωB97M-V/def2-TZVPD

Summary:
HOMO (alpha / beta) = -12.16 / -12.16 eV
E_LUMO (alpha / beta) = -4.89 / -6.28 eV
Charge = +2
Multiplicity = 5

Cartesian coordinates (Å):
H: 2.6929 2.5226 -1.7988
C: -4.5856 2.4686 0.1391
C: -0.5782 4.5531 -1.5367
H: -6.8654 -2.6316 -0.3701
Br: -0.0259 2.0489 -2.7178
C: 0.1875 3.7251 0.9435
P: 2.3892 0.4324 -0.5454
S: -2.5532 2.1499 1.5954
H: 5.5581 1.6046 0.1926
C: 5.5104 1.0082 -0.7155
C: 2.3332 -0.9155 3.4536
C: 0.7159 -6.7430 0.4217
Te: -0.3001 -2.1383 -0.8092
C: 2.6222 -0.5613 -2.0981
C: -3.7136 -1.7444 0.4146
C: 4.9944 -1.1532 -1.5581
H: -3.4715 3.9711 2.9511
H: 2.0430 -0.8056 4.4944
H: 6.5096 0.9482 -1.1455
H: 3.0592 -1.7165 3.3676
C: -0.5769 5.4581 -0.4863
C: -3.1884 1.9220 -4.4390
C: 0.0979 1.8956 4.0389
C: -4.8397 -2.6301 0.4844
C: 3.2959 1.9714 -1.0824
O: -1.6034 0.1933 -0.4054
H: 5.4799 0.8291 -3.3695
H: 2.7880 0.0256 3.1172
H: -0.0677 2.0423 5.0977
C: -3.4579 1.7060 0.2081
O: -0.0585 0.4885 3.7876
C: -5.8845 -2.1868 -0.2506
H: -2.8057 -1.8962 0.9793
H: 2.1860 -3.6845 0.4295
H: -1.5014 -1.3821 4.4844
C: 1.4165 -4.4434 0.2976
H: 4.0968 -1.0729 -3.4606
H: 2.3430 -1.5905 -1.8941
H: 3.4403 2.6123 -0.2131
N: 0.1773 2.8263 -0.0609
H: -1.8662 -4.7588 -0.5446
H: 3.7890 1.3517 -3.5653
C: -3.0541 0.8847 -2.1835
H: -1.2770 -2.9054 3.5917
H: -2.6919 -1.0622 -3.0168
H: 0.9447 -7.7845 0.6196
Co: 0.1390 0.6650 0.2403
N: 4.0413 -0.5322 -2.5969
C: -3.6500 3.3810 2.0595
C: -3.9190 -0.6575 -0.3761
C: -2.9504 0.5835 -4.4952
H: -2.8562 0.0292 -5.4251
H: 2.7063 -6.0646 0.8671
H: -0.1366 5.7257 1.6124
H: 3.5276 -1.3628 0.6701
H: -0.8725 4.8358 -2.5380
H: 1.9618 -0.1858 -2.8734
H: 1.1109 2.2243 3.7967
H: -3.3199 2.6231 -5.2567
C: -2.9707 0.5396 -0.6811
C: -0.1665 5.0407 0.7719
H: 5.9718 -1.2091 -2.0277
P: -0.0140 -0.2567 2.3805
H: -2.8062 -2.0057 3.4610
H: 0.4907 3.3513 1.9127
S: -3.3325 2.4594 -2.8226
H: -0.8837 6.4826 -0.6559
H: -5.5181 4.1300 1.2944
C: -4.6902 3.4355 1.1949
C: 4.5117 0.9098 -2.8844
H: 4.6315 -2.1538 -1.3426
C: 0.1381 -4.0799 -0.1278
O: 1.2032 -1.2845 2.6370
N: 5.0443 -0.3437 -0.3857
O: -1.2579 -1.2078 2.4034
H: 3.9618 0.2086 1.3189
H: -0.6303 2.4776 3.4818
H: -5.3414 2.3460 -0.6275
C: -0.8638 -5.0438 -0.2344
C: 3.7993 -0.3430 0.3942
C: 1.7068 -5.7777 0.5568
C: -2.8750 -0.0069 -3.1960
C: -0.1774 3.2614 -1.2689
C: -1.7320 -1.9213 3.5743
H: -1.3463 -7.1271 -0.0557
H: -4.8653 -3.5442 1.0704
C: -0.5705 -6.3745 0.0404
S: -5.5088 -0.7152 -1.0365
N: 4.6055 1.6550 -1.6727

Atom charges from the Löwdin analysis, given in e for atoms 1 to 2: 0.062, -0.143



| no. | calculated total energy (eV) |
| --- | --- |
| 1 | -250144.4263 |
| 2 | -103568.0182 |
| 3 | -87201.3011 |
| 4 | -224643.5759 |
| 5 | -215052.3210 |